(1)
{"formula": "C19H34Cl3N3O12", "method": "ωB97M-V/def2-TZVPD", "species": ["C", "C", "C", "C", "C", "N", "H", "H", "C", "C", "C", "H", "O", "O", "O", "O", "C", "C", "C", "C", "C", "H", "H", "Cl", "C", "H", "H", "Cl", "H", "H", "H", "N", "H", "H", "H", "O", "H", "H", "H", "O", "N", "C", "H", "O", "Cl", "C", "O", "O", "H", "H", "H", "H", "H", "H", "C", "H", "H", "C", "O", "O", "H", "C", "H", "H", "H", "H", "H", "H", "H", "H", "O"], "positions_angstrom": [[2.1688, 4.9850, -2.0788], [0.9793, -0.6897, -0.9500], [1.3404, 0.6873, 6.5187], [-5.3988, -3.1007, -3.6267], [2.8405, 0.3731, 4.6734], [-2.6119, -4.8764, 2.6974], [-0.7635, -1.8018, -6.1330], [1.9203, 4.0611, 0.3853], [-1.7745, -1.3949, -6.1153], [4.1140, 1.2927, -5.9844], [4.9059, 1.0241, -4.7405], [-1.6344, -0.5308, -5.4658], [-3.8622, 1.7549, 4.9888], [2.7735, 5.5880, -3.2357], [-4.2879, -0.9999, -4.8016], [3.2021, 0.1053, 3.5461], [1.9669, 6.3224, -4.1679], [-1.2880, -7.1606, -1.3816], [-3.7404, -2.0768, -4.8144], [-3.0964, 3.4302, 2.0075], [5.1396, 0.4017, 5.3521], [0.8356, 1.6163, 6.7840], [-2.1273, -7.5435, -1.9622], [1.0105, 0.3393, -2.3633], [-0.7423, -8.2289, -0.5113], [-3.0585, 0.0020, 3.9005], [2.1799, 0.7157, 7.2133], [0.7418, -2.4261, -1.2690], [-2.0205, 3.5761, 2.1037], [-2.1869, -1.1237, -7.0871], [-3.6769, 4.3276, 2.2214], [5.3995, 0.7747, -3.7390], [-1.7228, -6.3711, -0.7685], [-0.5237, -6.7303, -2.0286], [1.9117, 5.8837, -5.1642], [3.7992, 0.6370, 5.6196], [-0.0738, -3.2359, 2.6353], [5.6074, 0.8494, 4.4752], [-5.3220, -3.7677, -2.7681], [-3.8928, 4.0075, 4.6358], [-0.3377, -9.0779, 0.1457], [-3.7765, 2.8636, 4.2656], [-3.2291, 2.9597, 1.0332], [3.1909, 4.6070, -1.2993], [-0.4366, -0.0570, 0.0315], [2.9516, 4.0865, 0.0332], [-2.6595, -2.4112, -5.5011], [0.9917, 4.9722, -1.7841], [-6.2624, -3.3838, -4.2286], [-3.7320, -0.2089, 5.4460], [4.8228, 1.5494, -6.7718], [3.5151, 0.4027, -6.1774], [3.3809, 3.1219, 0.3041], [1.8491, -0.5178, -0.3160], [-1.5208, -4.6726, 2.8358], [5.7336, 0.3721, 6.2655], [0.4831, -4.9332, 2.1859], [-3.8564, 0.3820, 4.5385], [1.5557, 0.3478, 5.1799], [-3.4505, 2.5267, 3.0082], [1.0131, 6.7004, -3.7996], [-0.0811, -4.3001, 2.8707], [0.7679, -0.0935, 7.0195], [2.4821, 7.2751, -4.2908], [-4.8023, 0.2107, 4.0247], [3.3907, 2.0698, -5.7371], [5.1042, -0.6724, 5.1696], [0.2351, -4.4452, 3.9037], [-5.5838, -2.0714, -3.3194], [3.4230, 4.8489, 0.6533], [-4.1932, -3.1480, -4.2906]], "mulliken_charge": [0.7966, 0.0058, -0.6874, -0.6719, 0.7432, -0.3750, 0.2471, 0.3110, -0.6249, -0.6060, 0.2825, 0.3056, -0.3485, -0.2915, -0.5771, -0.5579, -0.6749, -0.6707, 0.8373, -0.5999, -0.6718, 0.3088, 0.2617, -0.0770, 0.3010, 0.2638, 0.2827, -0.1030, 0.2465, 0.2827, 0.3447, -0.3926, 0.2165, 0.2426, 0.2452, -0.3407, 0.1950, 0.2733, 0.2211, -0.5679, -0.3521, 0.7923, 0.1980, -0.2972, -0.1166, -0.6656, -0.3322, -0.5644, 0.2721, 0.2530, 0.2866, 0.2378, 0.2724, 0.2902, 0.2378, 0.2864, 0.2602, -0.5576, -0.2330, -0.3329, 0.3227, -0.5736, 0.2912, 0.2673, 0.3026, 0.2031, 0.3022, 0.2614, 0.3440, 0.2748, -0.3069], "gap_ev": 10.8375, "e_tot_ev": -86857.4858, "multiplicity": 1, "homo_energy_ha": -0.3954, "smiles": "COC(=O)OC.COC(=O)OC.COC(=O)OC.COC(=O)OC.ClC(Cl)Cl.CC#N.CC#N.CC#N"}

***

(2)
{"formula": "C19H34O19S4", "method": "ωB97M-V/def2-TZVPD", "species": ["H", "C", "H", "C", "H", "S", "O", "O", "O", "H", "O", "H", "H", "H", "H", "H", "H", "C", "C", "C", "H", "O", "O", "H", "H", "C", "O", "S", "H", "C", "O", "C", "H", "H", "H", "H", "H", "H", "H", "C", "C", "O", "H", "O", "H", "H", "C", "O", "O", "O", "H", "C", "H", "H", "C", "C", "C", "S", "C", "C", "O", "O", "S", "H", "H", "H", "O", "O", "H", "H", "O", "O", "H", "C", "C", "H"], "positions_angstrom": [[-8.1471, 0.2156, 3.5588], [6.2138, 1.0762, -1.3800], [-5.1950, -2.4953, 0.5263], [-1.9763, -7.3337, 0.7980], [0.9213, -0.9233, -1.7951], [9.3447, 4.0262, 0.5452], [3.3500, 3.0508, -1.1463], [-2.0425, -3.4216, -2.3315], [-0.5132, -1.6479, -3.3496], [-7.4315, 2.5183, 4.7694], [-5.9724, 2.6766, 3.2956], [-6.5988, 0.2409, 4.4481], [1.4301, -0.7554, -3.6030], [-2.5888, 0.0248, -1.8174], [-0.4351, 1.9881, 0.7107], [9.7528, 6.6424, 2.7026], [1.4865, 1.6156, -1.1879], [-4.8401, -1.5852, -0.1527], [0.5041, -0.6661, -2.8624], [0.3686, 1.7439, -1.5130], [-2.6882, -2.0731, 0.0171], [8.7068, 3.6016, 1.9851], [5.4458, 2.9897, -2.4982], [8.1403, 6.3094, 2.0114], [-0.7993, -2.1601, -1.2382], [-6.0810, -1.2393, -1.1675], [3.4979, 1.6104, -3.2337], [4.0878, 2.2021, -2.0554], [-1.7550, 1.6955, -0.6674], [-7.1579, 0.6780, 3.6146], [10.5811, 3.2978, 0.3670], [-3.4557, -2.0689, -0.8847], [-0.6624, 0.2264, -0.1528], [-2.8549, -5.4128, 0.2296], [-2.9543, -7.6713, 1.1568], [-7.1494, -1.6982, -0.8971], [-1.1536, 0.9600, -3.1657], [-6.9552, -0.3986, -3.1084], [-8.0083, 2.6081, 3.0821], [-0.0118, 0.8906, -2.8982], [-0.6936, 1.3918, -0.2738], [-1.7536, -5.3189, 1.9893], [-5.1013, 0.3109, -2.6321], [4.8016, 1.0232, -1.1844], [6.5397, 3.1396, -0.7732], [7.4791, 2.6574, -2.2129], [9.1394, 5.8980, 2.1878], [-1.0092, -7.6463, 1.7980], [-6.4268, 0.4353, 2.4138], [-5.7254, 2.2474, 0.8505], [6.4645, 0.4317, -2.2287], [9.0638, 4.5818, 2.9569], [-3.4143, -1.1241, -2.9736], [0.1868, 2.8972, -1.7558], [-6.0289, -0.3609, -2.3683], [6.5284, 2.5376, -1.6880], [-3.3916, -3.5015, -1.6790], [-5.4050, 1.6756, 2.1396], [-2.7348, -1.1202, -2.0102], [-7.2382, 2.1968, 3.7432], [9.7132, 5.5685, 0.9239], [-1.7743, -6.7814, 4.0093], [-0.9488, -6.4245, 2.8769], [8.3267, 4.6121, 3.7629], [-4.5788, -0.7129, 0.6068], [0.5951, 1.4341, -3.7664], [0.4250, -5.9979, 3.0076], [-4.2889, -4.4934, -1.7206], [6.7359, 0.7207, -0.4876], [-1.0791, -5.4944, 0.0607], [-4.0707, 1.2624, 2.5076], [8.2871, 4.0343, -0.4386], [-1.7389, -7.8413, -0.1400], [-1.3940, -2.0723, -2.2455], [-1.9352, -5.8138, 0.6637], [10.0414, 4.3090, 3.3683]], "mulliken_charge": [0.3084, -0.2553, 0.2872, -0.3109, 0.2920, 1.0881, -0.5531, -0.3913, -0.4026, 0.3179, -0.3176, 0.2882, 0.1869, -0.2677, 0.3631, 0.3129, -0.0916, -0.2557, -0.3268, -0.2067, 0.2394, -0.3014, -0.3215, 0.2795, 0.1795, -0.1083, -0.5127, 1.1810, 0.1829, -0.3274, -0.5713, 0.2309, 0.0223, 0.0599, 0.3071, 0.2311, 0.3336, 0.2227, 0.2915, -0.3236, -0.6508, -0.2828, 0.2096, -0.3260, 0.2371, 0.2928, -0.3264, -0.3199, -0.2169, -0.5495, 0.2829, -0.3261, 0.3234, 0.3023, -0.6143, -0.1972, 0.2868, 1.1593, -0.1478, -0.3913, -0.3199, -0.5443, 1.0917, 0.3147, -0.0461, 0.2982, -0.5459, -0.6043, 0.2943, 0.2230, -0.5417, -0.5298, 0.3227, 0.2309, -0.0425, 0.2934], "gap_ev": 9.4194, "e_tot_ev": -102486.1809, "multiplicity": 1, "homo_energy_ha": -0.3346, "smiles": "C=CC[C@@H]1C[C@H](OCCCC)OC1=O.O=S1(=O)OCCO1.O=S1(=O)OCCO1.O=S1(=O)OCCO1.O=S1(=O)OCCO1"}

***

(3)
{"formula": "C19H34O3", "method": "ωB97M-V/def2-TZVPD", "species": ["H", "C", "H", "C", "C", "H", "H", "H", "H", "H", "H", "H", "H", "H", "H", "C", "C", "H", "C", "H", "O", "H", "H", "H", "H", "H", "H", "O", "H", "H", "H", "C", "H", "H", "H", "C", "O", "H", "C", "C", "C", "H", "C", "C", "C", "H", "C", "C", "C", "C", "H", "H", "H", "H", "H", "C"], "positions_angstrom": [[-6.2814, 2.1841, -0.5650], [-2.5959, -0.4745, 0.2208], [-4.9291, -1.4080, 1.3348], [5.4760, -0.5071, 0.1611], [-5.9247, -0.1580, -2.1382], [-0.6560, -2.1175, -0.5919], [-0.7394, -0.5241, 1.3098], [-7.4581, 0.4633, 1.5272], [-4.5402, 1.9544, -0.3705], [3.5118, 0.2475, -0.1499], [1.4236, -2.7804, 0.3505], [-1.2949, 1.8732, 0.8522], [-3.3039, 1.1674, 1.4391], [7.8023, -0.0997, -1.5301], [-2.9462, -0.3068, 2.3277], [3.9744, -3.1544, 0.4292], [-1.0885, -0.2144, 0.3180], [-7.3733, -1.0896, 0.6836], [3.3398, -1.8344, 0.1294], [-1.0492, 1.5894, -0.8723], [-5.3329, -0.4932, -0.9103], [-0.6786, -0.7575, -1.7262], [8.8946, 1.2471, -1.1852], [-5.6985, 0.8697, -2.4426], [3.6798, -3.8852, -0.3232], [-5.5648, 2.2421, 1.0428], [6.7284, 3.2480, -0.2082], [6.3142, -1.3536, 0.3832], [0.3010, 1.4451, 0.2585], [1.5706, -0.0790, -1.0503], [8.2422, 2.9354, 0.6565], [7.8517, 0.9504, -1.2523], [-2.7702, -1.5513, 0.1755], [6.6894, 2.7411, 1.4828], [7.6337, 0.5166, 0.8456], [7.1634, 1.1638, 0.0929], [5.7830, 0.7948, -0.0026], [-7.8601, 0.3718, -0.1833], [-3.3846, 0.0813, 1.4037], [-0.7627, 1.2644, 0.1262], [-0.3570, -1.0768, -0.7321], [-7.0108, -0.2969, -2.1316], [1.1257, -0.9652, -0.6213], [-5.7260, 0.2456, 0.2464], [-4.8609, -0.3203, 1.3923], [-2.9773, -0.0508, -0.7074], [4.0308, -0.6812, 0.0346], [1.8932, -1.8805, -0.0289], [-7.2020, -0.0200, 0.5886], [-5.5120, 1.7547, 0.0731], [-5.4904, -0.8430, -2.8656], [-5.3077, -0.0025, 2.3363], [5.0550, -3.0731, 0.4539], [3.6231, -3.5145, 1.3962], [7.3596, 1.5431, -2.0204], [7.2100, 2.6193, 0.5365]], "mulliken_charge": [0.4822, -0.6310, 0.4549, 0.4822, -0.8857, 0.4394, 0.3626, 0.4542, 0.4404, 0.4150, 0.3485, 0.4291, 0.2530, 0.3492, 0.3390, -1.5202, 0.7598, 0.4074, 1.0809, 0.3012, -0.3564, 0.3823, 0.3889, 0.3212, 0.3641, 0.4056, 0.3293, -0.6511, 0.4540, 0.5327, 0.4125, -1.3480, 0.2402, 0.3422, 0.3251, 0.5404, -0.3040, 0.4454, -0.6084, -1.6406, -1.1339, 0.3242, -0.3932, 1.8953, -1.4005, 0.1448, -0.8787, -0.4538, -1.9291, -1.9141, 0.3063, 0.4415, 0.3817, 0.3443, 0.3182, -1.3904], "gap_ev": 9.0964, "e_tot_ev": -26396.9137, "multiplicity": 1, "homo_energy_ha": -0.3186, "smiles": "COC(C)(C)CCC[C@H](C)C/C=C/C(C)=C/C(=O)OC(C)C"}

***

(4)
{"formula": "C19H34O3", "method": "ωB97M-V/def2-TZVPD", "species": ["H", "H", "H", "C", "H", "H", "H", "C", "H", "C", "H", "H", "H", "H", "C", "C", "H", "C", "C", "H", "C", "H", "C", "H", "H", "H", "H", "H", "C", "C", "H", "H", "C", "H", "H", "H", "H", "H", "C", "C", "O", "H", "C", "C", "H", "H", "H", "C", "O", "H", "H", "H", "C", "H", "C", "O"], "positions_angstrom": [[-1.7341, 0.0399, 1.8677], [-0.0672, 1.5691, 0.6967], [1.2998, 0.7177, -0.0249], [0.2144, 1.3260, 3.4801], [-0.0890, 5.8189, -0.2395], [-0.5040, 2.3007, 5.2783], [1.0008, 1.4047, 5.4949], [-0.8389, -2.2082, 0.5545], [-2.7394, -1.2873, 0.2965], [-0.5682, 0.0167, 3.7050], [2.9142, 2.0237, -1.4231], [-0.0849, -2.5076, -4.4058], [-0.0689, -4.8165, -3.4410], [0.0590, -0.6937, 4.2466], [-0.3115, -4.1120, -1.0737], [1.0045, 2.7389, -0.7271], [-0.3981, 1.9786, 2.8504], [-1.0064, -0.5548, 2.4018], [-0.9719, -3.1330, -4.4647], [0.1941, 2.9291, -2.7436], [2.4374, 2.9781, -1.2188], [2.8764, 1.9690, 1.3444], [-1.8281, -1.4552, -0.2751], [-0.9941, -3.6259, -5.4323], [2.4429, 3.5650, -2.1347], [-0.1893, 4.9639, -1.7925], [2.3629, 1.1314, 3.4895], [-2.1559, -5.7751, -2.5585], [0.3980, 5.0806, -0.8756], [1.5498, 1.0568, 2.7648], [-1.4132, -0.4853, -0.5473], [-3.0943, -4.4294, -3.2254], [-0.2171, -3.3412, 0.1681], [1.5599, 0.0399, 2.3679], [1.0080, 2.9558, 4.6508], [-2.2854, -5.5735, -4.3097], [0.2069, -2.2475, 2.4343], [-2.0693, -1.9945, -1.1825], [-0.5158, -1.6744, 1.8663], [0.9723, 1.6747, 0.3855], [0.1109, -5.2449, -1.1595], [1.5956, 3.0438, 1.9171], [0.1336, 2.2505, -1.8960], [1.8191, 2.0220, 1.6088], [-0.9050, 2.1801, -1.5803], [0.4709, 1.2703, -2.2213], [0.4491, -3.8280, 0.8695], [-0.9560, -4.1751, -3.3553], [-0.8644, -3.4638, -2.1131], [-1.8504, -2.4998, -4.3678], [1.3981, 5.4436, -1.1351], [3.0134, 3.5049, -0.4627], [-2.2085, -5.0459, -3.3633], [-1.4471, 0.2373, 4.3170], [0.4430, 2.0403, 4.8098], [0.4415, 3.9008, -0.1159]], "mulliken_charge": [0.2520, 0.0275, 0.5045, 0.9417, 0.3016, 0.4416, 0.3817, 1.3083, 0.3891, -1.5798, 0.3901, 0.3483, 0.3793, 0.3394, 0.0988, 1.9059, 0.2407, -0.3502, -1.4063, 0.4932, -2.0953, 0.4175, -1.2122, 0.4188, 0.5254, 0.2903, 0.4832, 0.3848, -0.8268, -1.0244, 0.0590, 0.2803, -0.4093, 0.3750, 0.3939, 0.4160, 0.3199, 0.3355, -0.1481, -0.4490, -0.6188, 0.2882, -1.9757, -0.9994, 0.4055, 0.4524, 0.3534, 0.4898, -0.3349, 0.3217, 0.2994, 0.4862, -1.3671, 0.4520, -1.8070, -0.3879], "gap_ev": 9.1429, "e_tot_ev": -26397.0102, "multiplicity": 1, "homo_energy_ha": -0.3208, "smiles": "COC(C)(C)CCC[C@H](C)C/C=C/C(C)=C/C(=O)OC(C)C"}

***

Which value of multiplicity does entry 2 give? 1